19
Properties=species:S:1:pos:R:3:forces:R:3 method="wB97M-V/def2-TZVPD" e_tot_ev=-12314.1997 relative_energy_kcal_mol=100.0 fmax_ev_per_a=3.1 homo_ev=-7.8 total_charge=0
O 1.1799 -0.7646 -1.4588 -0.04 0.10 0.26
N 2.2501 -1.2264 0.5697 -0.17 0.09 -0.04
N 0.1034 0.5088 1.7619 0.14 -0.28 -1.34
N -1.3151 2.0384 -1.6164 -0.35 -1.37 -0.61
N -1.0158 -0.1062 -0.2259 0.36 -0.34 0.74
C -0.6113 1.6127 -0.7167 1.13 2.33 -1.76
C 0.2155 0.2318 0.5100 -1.23 -1.52 1.99
C -2.3024 -0.3134 0.4367 0.52 -0.05 0.05
C 1.5119 -0.2327 -0.1814 0.19 0.41 -0.23
H 1.0032 0.7003 2.1898 0.11 -0.08 -0.05
H 1.6243 -1.8701 1.0427 0.06 0.05 0.00
H -3.0764 0.2055 -0.1285 0.00 0.03 -0.05
H -0.7982 -0.7040 -1.0188 -0.19 0.17 0.06
H -2.5358 -1.3769 0.4854 -0.09 0.03 0.13
H 2.1573 0.6464 -0.3034 -0.10 -0.08 0.06
H 1.9232 -1.3216 -1.7179 -0.01 0.03 0.05
H 2.8531 -0.7990 1.2611 -0.05 -0.03 -0.05
H -0.9427 2.6624 -2.3252 -0.21 0.58 0.79
H -2.2240 0.1088 1.4359 -0.10 -0.08 0.01